Entry 1:
Entry from the Open Molecules 2025 dataset: CH6N2P as an isolated structure in a non-equilibrium geometry (the ωB97M-V functional and the def2-TZVPD basis).

## Properties
- orbital gap (eV) = 12.36

Structure (ORCA input):
```
! wB97M-V def2-TZVPD RIJCOSX def2/J DEFGRID3
* xyz 1 1
C -1.79 -0.28 0.01
N 1.29 -0.91 0.10
N -2.87 0.14 0.06
P 0.50 0.49 -0.27
H 0.88 -1.77 0.44
H 2.25 -0.79 0.15
H -3.79 0.48 0.12
H 1.56 1.48 -0.68
H -0.12 0.47 -1.51
H -0.29 1.29 0.56
*
```

=====

Entry 2:
Entry from the Open Molecules 2025 dataset: a 2-piece molecular cluster, C6H16O overall in a non-equilibrium geometry (the ωB97M-V functional and the def2-TZVPD basis).

## Properties
- orbital gap (eV) = 11.06
- SMILES string = CC(C)C.CCO

Structure (ORCA input):
```
! wB97M-V def2-TZVPD RIJCOSX def2/J DEFGRID3
* xyz 0 1
C -0.31 0.51 -1.97
C -1.41 -0.27 -1.23
C -2.50 0.69 -0.73
C -1.95 -1.38 -2.08
H -0.72 0.79 -2.95
H 0.70 0.06 -1.97
H 0.09 1.44 -1.50
H -0.90 -0.76 -0.37
H -2.14 1.73 -0.66
H -3.42 0.51 -1.28
H -2.80 0.37 0.29
H -1.21 -2.10 -2.44
H -2.66 -2.05 -1.59
H -2.59 -0.97 -2.92
C 2.89 -0.41 1.23
C 1.86 -0.24 2.34
O 1.33 1.10 2.26
H 2.33 -0.50 0.30
H 3.13 -1.45 1.48
H 3.47 0.50 1.37
H 0.90 -0.85 2.38
H 2.36 -0.27 3.30
H 1.04 1.43 3.11
*
```

=====

Entry 3:
Entry from the Open Molecules 2025 dataset: a single C15H20N2O5S2 molecule in a non-equilibrium geometry (the ωB97M-V functional and the def2-TZVPD basis).

## Properties
- orbital gap (eV) = 8.91
- SMILES string = CCOCCCN(Cc1ccco1)S(=O)(=O)c1csc(C(N)=O)c1

Structure (ORCA input):
```
! wB97M-V def2-TZVPD RIJCOSX def2/J DEFGRID3
* xyz 0 1
C -4.41 -1.40 -1.50
C -4.68 -0.03 -0.89
O -4.76 -0.03 0.52
C -3.54 -0.20 1.19
C -2.75 1.11 1.35
C -1.26 0.85 1.56
N -0.65 0.21 0.42
C -0.42 0.92 -0.82
C 1.00 1.40 -0.92
C 1.69 2.35 -0.22
C 3.02 2.31 -0.70
C 3.04 1.35 -1.66
O 1.82 0.79 -1.80
S -0.43 -1.42 0.37
O -0.77 -1.97 1.65
O -1.04 -1.98 -0.81
C 1.34 -1.53 0.14
C 1.93 -2.25 -0.85
S 3.63 -2.07 -0.84
C 3.55 -0.98 0.52
C 4.72 -0.31 1.11
N 5.92 -0.67 0.60
O 4.60 0.52 1.98
C 2.26 -0.81 0.93
H -4.55 -1.35 -2.58
H -5.10 -2.13 -1.09
H -3.39 -1.73 -1.30
H -3.93 0.69 -1.24
H -5.67 0.33 -1.21
H -3.79 -0.60 2.18
H -2.91 -0.93 0.68
H -2.90 1.73 0.46
H -3.14 1.68 2.20
H -1.12 0.17 2.39
H -0.73 1.79 1.76
H -0.62 0.23 -1.64
H -1.11 1.76 -0.89
H 1.30 2.99 0.55
H 3.84 2.92 -0.37
H 3.81 0.99 -2.30
H 1.44 -2.87 -1.58
H 6.02 -1.39 -0.10
H 6.75 -0.25 0.98
H 1.98 -0.18 1.75
*
```

=====

Entry 4:
Entry from the Open Molecules 2025 dataset: a single C6H8O3 molecule in a non-equilibrium geometry (the ωB97M-V functional and the def2-TZVPD basis).

## Properties
- orbital gap (spin up / spin down) (eV) = 7.04 / 7.04
- SMILES string = Cc1oc(O)c(O)c1C

Structure (ORCA input):
```
! wB97M-V def2-TZVPD RIJCOSX def2/J DEFGRID3
* xyz 0 1
C -0.41 1.22 1.78
C -0.41 0.16 0.75
O -0.45 -1.11 1.22
C 0.42 -1.69 0.27
O 1.42 -2.40 0.79
C 0.37 -0.95 -0.94
O 0.84 -1.41 -2.11
C -0.28 0.24 -0.67
C -0.59 1.38 -1.56
H 0.61 1.60 1.91
H -1.07 2.04 1.48
H -0.77 0.86 2.74
H 1.11 -2.68 1.67
H 1.21 -2.30 -1.96
H -0.08 2.30 -1.23
H -1.67 1.57 -1.59
H -0.25 1.18 -2.58
*
```

=====

In eV, the relative energy (zero: lowest compared OMol25 entry of this formula, charge and spin) values for the records above are, in order, 1.959 1.744 1.168 3.031.